ORCA calculation (wB97M-V/def2-TZVPD) on a 17-piece molecular cluster, C51H119N17O17 overall at a distorted geometry.

The calculation puts the LUMO energy at -0.0074 Eh. The value obtained for the electronic energy is -4224.79707 Eh. The calculation puts the relative energy (zero: lowest compared OMol25 entry of this formula, charge and spin) at 75.16 kcal per mole. The HOMO-LUMO gap comes out at 8.1 eV. Its total charge is 0. The HOMO energy is -8.3 eV. Its maximum force is 0.1071 hartree/bohr.

Cartesian coordinates (Å):
C (5.06, -4.17, 0.87)
C (3.69, -3.63, 0.41)
O (3.55, -3.20, -0.77)
N (2.74, -3.59, 1.33)
C (1.48, -2.86, 1.05)
H (5.02, -4.68, 1.83)
H (5.70, -3.28, 0.86)
H (5.53, -4.82, 0.13)
H (2.91, -3.77, 2.31)
H (1.07, -2.54, 2.01)
H (0.81, -3.56, 0.55)
H (1.68, -1.96, 0.46)
C (-0.22, 0.97, -4.66)
C (-1.30, 1.94, -4.37)
O (-2.45, 1.55, -4.13)
N (-1.06, 3.22, -4.33)
C (0.24, 3.77, -4.67)
H (0.75, 1.28, -4.26)
H (-0.03, 0.90, -5.73)
H (-0.49, 0.02, -4.20)
H (-1.76, 3.93, -4.15)
H (0.54, 3.75, -5.72)
H (1.08, 3.35, -4.12)
H (0.23, 4.85, -4.57)
C (-2.91, 5.90, -0.17)
C (-1.66, 5.07, -0.21)
O (-0.98, 5.02, -1.25)
N (-1.26, 4.42, 0.86)
C (-1.94, 4.16, 2.12)
H (-3.74, 5.35, 0.27)
H (-3.22, 6.29, -1.13)
H (-2.82, 6.85, 0.34)
H (-0.37, 3.96, 0.72)
H (-1.60, 3.15, 2.32)
H (-3.03, 4.14, 2.13)
H (-1.74, 4.83, 2.96)
C (2.65, 4.50, -1.67)
C (2.50, 5.83, -2.41)
O (3.46, 6.50, -2.84)
N (1.21, 6.16, -2.63)
C (0.76, 7.34, -3.33)
H (2.90, 3.65, -2.29)
H (1.65, 4.27, -1.29)
H (3.35, 4.76, -0.87)
H (0.50, 5.60, -2.18)
H (1.52, 8.12, -3.45)
H (-0.05, 7.70, -2.70)
H (0.30, 7.12, -4.30)
C (-5.97, -0.77, 5.35)
C (-6.30, 0.42, 4.46)
O (-7.11, 0.37, 3.53)
N (-5.73, 1.61, 4.66)
C (-5.72, 2.87, 3.85)
H (-6.74, -1.54, 5.26)
H (-5.85, -0.32, 6.33)
H (-5.08, -1.29, 4.98)
H (-5.06, 1.56, 5.41)
H (-6.09, 3.69, 4.47)
H (-6.38, 2.75, 2.99)
H (-4.72, 3.12, 3.49)
C (-0.43, -8.07, 3.45)
C (-0.15, -7.33, 2.10)
O (0.89, -6.67, 1.93)
N (-1.09, -7.43, 1.14)
C (-0.97, -7.02, -0.25)
H (0.38, -8.71, 3.80)
H (-1.27, -8.76, 3.44)
H (-0.57, -7.28, 4.19)
H (-1.95, -7.91, 1.32)
H (-1.87, -6.75, -0.80)
H (-0.55, -7.86, -0.79)
H (-0.29, -6.17, -0.32)
C (5.81, 3.78, -1.24)
C (7.25, 3.71, -0.81)
O (7.55, 3.36, 0.30)
N (8.16, 4.16, -1.67)
C (9.62, 4.11, -1.52)
H (5.64, 3.30, -2.20)
H (5.57, 4.84, -1.16)
H (5.25, 3.24, -0.47)
H (7.86, 4.49, -2.58)
H (9.94, 4.07, -2.56)
H (9.89, 3.23, -0.94)
H (10.07, 4.99, -1.05)
C (-1.68, -0.85, 5.82)
C (-2.07, 0.62, 6.13)
O (-3.28, 0.92, 6.33)
N (-1.09, 1.55, 6.03)
C (-1.34, 2.89, 6.33)
H (-0.61, -1.04, 5.86)
H (-2.09, -1.15, 4.85)
H (-2.13, -1.51, 6.56)
H (-0.14, 1.33, 5.78)
H (-1.87, 3.09, 7.26)
H (-1.90, 3.37, 5.53)
H (-0.37, 3.39, 6.35)
C (4.59, 0.14, -1.05)
C (3.92, 0.30, -2.38)
O (3.67, 1.40, -2.87)
N (3.66, -0.87, -2.94)
C (2.85, -0.93, -4.12)
H (5.21, -0.76, -1.11)
H (3.83, 0.05, -0.28)
H (5.25, 0.95, -0.75)
H (4.08, -1.68, -2.51)
H (3.16, -1.75, -4.77)
H (2.99, -0.18, -4.91)
H (1.79, -1.00, -3.85)
C (-5.99, -4.87, -2.85)
C (-4.95, -3.99, -2.13)
O (-5.20, -3.73, -0.96)
N (-3.92, -3.48, -2.82)
C (-2.93, -2.57, -2.38)
H (-6.72, -4.20, -3.32)
H (-6.36, -5.66, -2.20)
H (-5.61, -5.32, -3.77)
H (-3.91, -3.69, -3.81)
H (-2.66, -2.72, -1.33)
H (-3.13, -1.52, -2.59)
H (-2.01, -2.81, -2.92)
C (2.99, 2.16, 2.66)
C (2.17, 3.28, 1.94)
O (1.37, 2.89, 1.09)
N (2.34, 4.54, 2.31)
C (1.56, 5.73, 1.82)
H (3.75, 2.61, 3.30)
H (3.40, 1.74, 1.73)
H (2.35, 1.43, 3.16)
H (3.02, 4.75, 3.02)
H (1.41, 5.64, 0.75)
H (2.13, 6.66, 1.87)
H (0.59, 5.89, 2.30)
C (3.75, 2.36, 6.43)
C (2.98, 1.09, 6.11)
O (1.73, 1.10, 6.33)
N (3.65, 0.16, 5.51)
C (3.01, -1.03, 4.97)
H (3.32, 3.11, 5.77)
H (4.80, 2.41, 6.14)
H (3.51, 2.69, 7.44)
H (4.65, 0.32, 5.42)
H (3.73, -1.84, 4.81)
H (2.45, -0.81, 4.06)
H (2.35, -1.51, 5.68)
C (0.31, -4.90, -6.22)
C (0.59, -3.96, -5.10)
O (0.71, -2.77, -5.30)
N (0.70, -4.47, -3.85)
C (0.98, -3.74, -2.60)
H (0.64, -4.45, -7.16)
H (-0.72, -5.22, -6.35)
H (0.92, -5.79, -6.03)
H (0.53, -5.46, -3.79)
H (1.99, -3.93, -2.26)
H (0.34, -4.17, -1.83)
H (0.81, -2.67, -2.70)
C (-2.58, -4.32, 0.97)
C (-2.18, -3.75, 2.31)
O (-2.85, -2.89, 2.86)
N (-1.08, -4.29, 2.89)
C (-0.61, -3.81, 4.17)
H (-2.75, -5.40, 1.01)
H (-1.84, -4.02, 0.23)
H (-3.50, -3.86, 0.61)
H (-0.59, -5.09, 2.52)
H (-1.43, -3.70, 4.88)
H (0.04, -2.93, 4.14)
H (0.02, -4.54, 4.68)
C (0.32, 0.34, -1.06)
C (-0.38, -0.18, 0.17)
O (-0.89, -1.30, 0.16)
N (-0.52, 0.63, 1.24)
C (-0.99, 0.23, 2.51)
H (-0.44, 0.39, -1.85)
H (1.13, -0.26, -1.47)
H (0.68, 1.37, -0.95)
H (-0.12, 1.56, 1.25)
H (-0.05, 0.00, 3.02)
H (-1.55, -0.70, 2.48)
H (-1.45, 0.98, 3.15)
C (-3.75, 1.35, -0.92)
C (-4.85, 1.63, 0.04)
O (-5.37, 2.68, -0.03)
N (-4.99, 0.86, 1.12)
C (-4.44, -0.50, 1.22)
H (-2.87, 1.13, -0.33)
H (-3.39, 2.18, -1.52)
H (-3.90, 0.49, -1.58)
H (-5.63, 1.22, 1.82)
H (-5.20, -1.22, 1.53)
H (-3.69, -0.54, 2.01)
H (-4.04, -0.96, 0.31)
C (-2.42, -2.17, -5.93)
C (-2.02, -1.52, -7.26)
O (-2.92, -1.14, -7.98)
N (-0.76, -1.52, -7.57)
C (-0.25, -0.90, -8.78)
H (-3.49, -1.97, -5.85)
H (-1.83, -1.85, -5.06)
H (-2.22, -3.25, -5.94)
H (-0.06, -1.81, -6.90)
H (0.75, -1.22, -9.06)
H (-0.27, 0.15, -8.52)
H (-0.92, -1.08, -9.63)